{"formula": "C16H19N5O6", "method": "ωB97M-V/def2-TZVPD", "species": ["C", "O", "C", "C", "C", "C", "C", "N", "N", "C", "O", "C", "N", "N", "C", "N", "O", "O", "C", "C", "C", "C", "O", "C", "C", "O", "C", "H", "H", "H", "H", "H", "H", "H", "H", "H", "H", "H", "H", "H", "H", "H", "H", "H", "H", "H"], "xyz": [[-3.951496, -2.598605, -1.328856], [-3.968344, -1.281271, -0.824459], [-2.806750, -0.580081, -0.802381], [-1.612912, -1.055682, -1.337423], [-0.480335, -0.279838, -1.288033], [-0.498951, 0.985958, -0.708547], [0.712592, 1.759342, -0.624150], [1.839378, 1.224846, -0.891317], [2.968187, 1.956067, -0.784845], [4.196262, 1.406145, -0.924360], [5.211153, 2.061841, -0.843803], [4.203583, -0.103855, -1.196172], [3.398140, -0.856337, -0.278181], [2.436552, -1.628736, -0.726877], [1.844490, -2.131123, 0.351758], [0.727701, -2.988029, 0.259945], [0.383072, -3.386620, -0.832041], [0.164328, -3.269559, 1.303353], [2.460410, -1.665159, 1.528013], [3.469321, -0.841806, 1.079331], [4.486501, -0.063960, 1.825606], [-1.705901, 1.492846, -0.170876], [-1.601665, 2.742261, 0.351410], [-2.674637, 3.381848, 1.009612], [-2.858377, 0.699966, -0.210112], [-4.042550, 1.201133, 0.293166], [-4.735082, 0.406691, 1.239109], [-3.246796, -3.228503, -0.779441], [-4.963236, -2.976094, -1.187935], [-3.703895, -2.615367, -2.393922], [-1.557253, -2.030337, -1.791178], [0.446046, -0.644857, -1.700158], [0.629487, 2.800048, -0.301173], [2.919005, 2.957668, -0.576085], [5.246281, -0.435505, -1.161569], [3.792572, -0.286589, -2.191881], [2.194137, -1.911659, 2.533715], [5.484104, -0.252497, 1.431489], [4.461608, -0.341265, 2.875590], [4.297318, 1.006021, 1.745205], [-2.286787, 4.364161, 1.282230], [-2.967659, 2.846691, 1.915558], [-3.540839, 3.494959, 0.356999], [-5.341719, -0.359530, 0.753739], [-4.043605, -0.071259, 1.938835], [-5.383460, 1.095650, 1.781130]], "forces_ev_per_angstrom": [[0.001, -0.256, -0.093], [0.051, 0.474, 0.105], [0.218, 0.173, -0.004], [-0.335, -0.179, 0.011], [-0.075, 0.441, 0.122], [-0.809, -0.463, -0.072], [0.879, 0.593, 0.107], [-0.618, -0.402, -0.183], [-0.183, 1.215, 0.275], [-0.025, -0.403, -0.059], [0.152, 0.005, -0.033], [0.362, 0.286, -0.395], [0.001, -0.460, 0.670], [-0.866, -0.836, -0.414], [1.821, 1.406, 0.037], [-0.838, -0.634, -0.142], [0.042, -0.064, -0.266], [0.051, 0.039, 0.168], [-0.096, -0.009, -0.283], [-0.262, -0.270, 0.291], [0.041, 0.108, -0.037], [0.288, -0.329, -0.174], [0.140, -0.262, -0.182], [-0.297, 0.361, 0.191], [-0.288, -0.063, 0.161], [0.355, -0.121, -0.513], [-0.252, -0.101, 0.237], [-0.002, 0.029, -0.024], [0.085, -0.009, -0.037], [0.005, 0.001, 0.042], [-0.052, -0.094, -0.020], [0.054, -0.054, -0.057], [0.100, -0.018, -0.013], [0.117, -0.326, -0.047], [-0.169, 0.109, -0.011], [0.084, -0.025, 0.130], [-0.004, -0.001, 0.236], [0.095, 0.025, 0.047], [0.026, -0.003, 0.025], [0.043, 0.081, 0.051], [-0.042, -0.073, 0.003], [-0.001, 0.022, -0.061], [0.094, 0.016, 0.099], [0.069, 0.106, 0.089], [0.009, 0.018, -0.019], [0.030, -0.055, 0.044]], "homo_lumo_gap_ha": 0.2904, "e_lumo_ev": -0.08, "max_force_ev_per_a": 2.30, "e_homo_ev": -7.98, "smiles": "COc1ccc(/C=N/NC(=O)Cn2nc([N+](=O)[O-])cc2C)c(OC)c1OC", "total_charge": 0}

{"formula": "C16H19N6ORuSSe2", "method": "ωB97M-V/def2-TZVPD", "species": ["Ru", "C", "Se", "C", "C", "Se", "C", "H", "H", "H", "H", "H", "H", "H", "H", "H", "H", "C", "N", "C", "C", "N", "C", "S", "C", "C", "C", "C", "C", "N", "H", "H", "H", "H", "H", "H", "H", "H", "H", "O", "N", "C", "C", "N", "C", "N"], "xyz": [[-0.456870, -0.141995, 0.206655], [0.260722, -4.679573, -1.625217], [0.052342, -3.465884, -0.149497], [-1.784473, -3.802002, 0.324291], [-2.179610, -3.170428, 1.646754], [-2.027986, -1.210673, 1.838126], [-1.392110, -1.156319, 3.678012], [-0.527525, -4.457094, -2.346493], [0.145441, -5.695676, -1.242015], [1.255124, -4.529026, -2.035573], [-1.892456, -4.888438, 0.378122], [-2.361104, -3.435341, -0.527042], [-1.623674, -3.591220, 2.482970], [-3.238547, -3.370142, 1.807673], [-2.150671, -1.662947, 4.269789], [-1.345566, -0.109256, 3.962066], [-0.422742, -1.637378, 3.771083], [0.977111, 3.443365, 3.462499], [1.320001, 3.310934, 2.032664], [1.739887, 4.348718, 1.223102], [1.944596, 3.844349, -0.007888], [1.646525, 2.484230, 0.056644], [1.258635, 2.190748, 1.317536], [0.733950, 0.667764, 1.960644], [1.864954, 1.581141, -1.017854], [2.902554, 1.839231, -1.893503], [3.074968, 1.014623, -2.991688], [2.204877, -0.050807, -3.175011], [1.220649, -0.262057, -2.239180], [1.038962, 0.532630, -1.156577], [1.146181, 4.477237, 3.744905], [1.620160, 2.794830, 4.051529], [-0.070467, 3.189573, 3.603445], [1.841935, 5.354638, 1.593910], [2.234437, 4.329921, -0.922701], [3.577244, 2.662902, -1.710239], [3.879421, 1.203632, -3.690695], [2.286294, -0.706067, -4.030675], [0.509835, -1.068848, -2.348550], [-1.557353, -1.043182, -1.199746], [-2.413057, -0.734397, -2.169723], [-2.864524, 0.481033, -2.209870], [-3.803776, 0.867140, -3.213954], [-4.566747, 1.201670, -4.003186], [-2.356811, 1.377068, -1.205449], [-1.700735, 1.671372, -0.300093]], "forces_ev_per_angstrom": [[0.284, 0.122, 0.164], [-0.095, -0.053, 0.038], [0.187, -0.081, -0.112], [-0.096, 0.076, 0.043], [0.047, -0.032, 0.033], [-0.131, -0.051, 0.081], [-0.067, -0.033, -0.047], [0.033, -0.025, -0.038], [0.009, -0.001, -0.007], [-0.005, -0.007, -0.024], [-0.049, 0.004, 0.007], [-0.058, -0.008, 0.008], [0.024, -0.030, -0.016], [-0.012, -0.013, 0.042], [0.015, -0.007, 0.035], [-0.012, 0.001, 0.011], [0.003, -0.009, -0.006], [0.056, -0.013, -0.201], [0.000, 0.126, 0.083], [-0.030, -0.062, 0.084], [-0.029, -0.070, -0.031], [0.042, 0.058, -0.131], [-0.003, -0.100, 0.141], [0.121, 0.212, 0.012], [-0.087, 0.030, 0.134], [0.022, -0.005, -0.014], [0.024, 0.003, -0.014], [0.003, 0.000, -0.021], [-0.015, 0.078, 0.097], [0.082, -0.061, -0.163], [-0.013, 0.001, 0.035], [-0.010, -0.002, 0.025], [-0.003, 0.002, 0.034], [0.003, 0.000, -0.008], [0.009, -0.006, 0.004], [-0.001, 0.003, 0.003], [-0.007, -0.003, -0.002], [0.001, 0.000, 0.004], [0.013, -0.023, -0.012], [-0.271, -0.343, -0.415], [0.247, 0.149, 0.239], [-0.093, 0.037, -0.100], [-0.038, 0.024, 0.037], [0.050, 0.001, 0.018], [0.144, -0.345, 0.030], [-0.291, 0.457, -0.082]], "homo_lumo_gap_ha": [0.2976, 0.1970], "e_lumo_ev": [-9.88, -12.81], "max_force_ev_per_a": 0.60, "e_homo_ev": [-17.98, -18.17], "total_charge": 3, "spin_multiplicity": 5}

{"formula": "C16H19NO2", "method": "ωB97M-V/def2-TZVPD", "species": ["O", "C", "C", "N", "C", "C", "O", "C", "C", "C", "C", "C", "C", "C", "C", "C", "C", "C", "C", "H", "H", "H", "H", "H", "H", "H", "H", "H", "H", "H", "H", "H", "H", "H", "H", "H", "H", "H"], "xyz": [[1.430959, -2.825624, -2.296463], [0.837562, -1.742801, -1.621284], [1.534829, -1.478253, -0.270677], [0.788454, -0.495826, 0.481309], [1.314700, -0.230883, 1.802217], [0.483833, 0.880409, 2.473641], [0.928581, 1.129749, 3.786268], [-0.982235, 0.518355, 2.388570], [-1.514920, -0.480993, 3.192563], [-2.850064, -0.828797, 3.092587], [-3.668735, -0.186372, 2.180513], [-3.145041, 0.807089, 1.371429], [-1.811346, 1.158261, 1.477697], [0.813146, -0.463576, -2.428752], [1.936533, -0.026130, -3.119362], [1.913580, 1.169653, -3.816175], [0.769879, 1.948556, -3.822607], [-0.352214, 1.524479, -3.130342], [-0.331266, 0.325786, -2.440116], [2.342851, -2.598134, -2.511268], [-0.188975, -2.060839, -1.416031], [1.551538, -2.410177, 0.302080], [2.583512, -1.173484, -0.457620], [0.738574, 0.369986, -0.048650], [1.227476, -1.153111, 2.388024], [2.377860, 0.069733, 1.799700], [0.656396, 1.821537, 1.939048], [0.714441, 0.366905, 4.335435], [-0.888279, -1.002603, 3.904126], [-3.251105, -1.606560, 3.726091], [-4.710459, -0.459884, 2.100511], [-3.778745, 1.311965, 0.656850], [-1.408707, 1.937582, 0.846730], [2.843350, -0.616626, -3.120171], [2.793419, 1.494698, -4.352053], [0.753470, 2.882225, -4.364965], [-1.247812, 2.128352, -3.131140], [-1.205043, -0.004648, -1.897714]], "forces_ev_per_angstrom": [[0.316, -0.195, -0.190], [0.007, 0.253, 0.504], [-0.145, -0.178, -0.196], [0.073, 0.169, -0.156], [0.051, 0.279, 0.080], [0.022, -0.397, -0.415], [0.137, -0.042, 0.330], [-0.025, 0.249, 0.071], [0.070, 0.102, -0.053], [-0.011, -0.094, 0.076], [-0.098, -0.020, -0.039], [-0.080, 0.028, -0.077], [0.050, -0.044, 0.124], [-0.168, -0.123, -0.038], [-0.049, -0.033, 0.047], [0.120, -0.012, -0.023], [-0.055, 0.086, -0.022], [-0.045, 0.129, -0.034], [0.093, -0.088, 0.006], [-0.058, -0.072, 0.006], [0.106, 0.113, 0.008], [0.034, 0.011, -0.080], [-0.072, -0.096, -0.019], [0.001, -0.042, 0.024], [0.015, 0.058, 0.094], [-0.137, -0.057, 0.059], [-0.076, -0.114, -0.019], [0.027, 0.077, -0.009], [0.062, -0.072, 0.074], [-0.034, -0.057, 0.047], [-0.079, -0.016, -0.004], [-0.057, 0.046, -0.053], [0.062, 0.105, -0.069], [0.082, -0.047, -0.012], [0.062, 0.028, -0.046], [-0.007, 0.070, -0.044], [-0.078, 0.050, -0.008], [-0.115, -0.054, 0.058]], "homo_lumo_gap_ha": 0.3545, "e_lumo_ev": 0.75, "max_force_ev_per_a": 0.58, "e_homo_ev": -8.90, "smiles": "O[C@@H](CNC[C@H](O)c1ccccc1)c1ccccc1", "total_charge": 0}